Entry 1:
Molecular formula: C2H8NO3P
Method: DFT, the ωB97M-V functional and the def2-TZVPD basis

For the energy above the lowest of the compared OMol25 structures with the same formula, charge and spin, the calculation gives 227.98 kJ/mol. For the highest occupied orbital energy (alpha / beta), the calculation gives -10.40 / -10.40 eV.

```
15
Properties=species:S:1:pos:R:3:forces:R:3:nbo_charge:R:1
C -0.914 0.546 1.473 1.3 2.9 -1.3 -0.18
C 1.217 0.631 -1.534 -0.4 1.9 -4.0 -0.31
N -0.958 -1.335 -1.440 1.1 1.2 0.2 -1.28
O 0.473 -2.541 0.490 0.2 1.3 -0.1 -1.02
O -0.107 1.441 2.200 0.0 1.4 -0.9 -0.74
O 1.434 -0.467 -0.665 -0.8 0.4 0.6 -0.78
P 0.204 -1.408 -0.419 -0.6 -3.5 -0.6 2.28
H -1.553 1.187 0.789 1.5 -0.7 -0.1 0.20
H -1.707 0.182 2.005 -1.4 -2.3 1.9 0.19
H -0.172 -0.118 0.969 -1.3 0.1 0.5 0.10
H 0.130 0.639 -2.020 2.3 -0.2 1.3 0.24
H 1.945 0.431 -2.452 -1.4 0.8 2.0 0.20
H 1.381 1.692 -1.097 0.1 -2.2 -0.2 0.21
H -1.566 -2.134 -1.380 -0.3 -0.2 0.3 0.40
H 0.194 1.254 3.079 -0.3 -1.0 0.5 0.49
```
Forces are in eV/Å.

---

Entry 2:
Molecular formula: C6H13NO
Method: DFT, the ωB97M-V functional and the def2-TZVPD basis

For the energy above the lowest of the compared OMol25 structures with the same formula, charge and spin, the calculation gives 901.66 kJ/mol. For the highest occupied orbital energy, the calculation gives -6.52 eV.

```
21
Properties=species:S:1:pos:R:3:forces:R:3:nbo_charge:R:1
C 1.374 0.865 -0.342 -2.1 0.6 -1.2 -0.12
C -0.118 0.579 -0.458 2.1 -3.4 0.1 -0.28
C -1.016 1.611 0.118 -1.8 0.7 -2.3 -0.60
C -0.488 0.048 -1.942 3.0 2.6 0.0 -0.59
C 2.395 0.397 0.516 0.4 -0.7 0.8 0.29
N -1.904 -2.033 1.563 -1.1 3.3 -1.7 -0.77
C -2.589 -1.194 0.436 3.8 -4.4 0.8 -0.25
O 3.562 0.194 0.145 -1.3 0.5 0.6 -0.53
H 1.777 1.457 -1.126 0.4 0.1 -1.2 0.18
H 2.032 0.224 1.553 0.6 -0.4 0.0 0.11
H -0.286 -0.367 0.169 -0.1 0.8 -0.4 0.23
H -1.064 1.621 1.175 0.3 0.2 1.0 0.22
H -0.729 2.585 -0.338 -0.5 -0.3 0.6 0.21
H -2.086 1.319 -0.240 1.4 0.4 0.5 0.22
H -1.346 -0.502 -1.880 -2.2 -1.5 0.1 0.21
H 0.352 -0.573 -2.380 -1.0 0.8 0.6 0.22
H -0.703 0.903 -2.630 0.4 -0.5 0.5 0.20
H -1.711 -2.784 0.983 1.4 -2.3 -0.3 0.34
H -2.800 -2.237 1.942 -0.5 -0.8 1.7 0.36
H -2.636 -2.072 -0.294 -0.9 2.6 -0.4 0.19
H -3.307 -0.733 1.002 -2.4 1.8 -0.1 0.17
```
Forces are in eV/Å.

---

Entry 3:
Molecular formula: BeCl5
Method: DFT, the ωB97M-V functional and the def2-TZVPD basis

The total charge is -3. For the energy above the lowest of the compared OMol25 structures with the same formula, charge and spin, the calculation gives 726.12 kJ/mol. For the highest occupied orbital energy, the calculation gives -0.78 eV.

```
6
Properties=species:S:1:pos:R:3:forces:R:3:nbo_charge:R:1
Be -0.471 0.307 -0.479 0.5 -0.4 0.6 0.90
Cl -3.863 -1.354 1.410 0.2 0.2 -0.3 -0.79
Cl 3.381 1.516 -2.046 -0.3 0.0 0.0 -0.77
Cl -0.315 4.050 1.624 -0.1 -0.2 -0.2 -0.80
Cl 1.486 -1.613 2.819 -0.1 0.1 -0.2 -0.71
Cl -0.218 -2.906 -3.328 -0.1 0.3 0.1 -0.81
```
Forces are in eV/Å.

---

Entry 4:
Molecular formula: C49H39F6N8O5P2RuS2Se2
Method: DFT, the ωB97M-V functional and the def2-TZVPD basis

For the energy above the lowest of the compared OMol25 structures with the same formula, charge and spin, the calculation gives 12.42 kJ/mol. The expectation value of S² is 0.7597. As for the multiplicity: 2. For the highest occupied orbital energy (alpha / beta), the calculation gives -7.91 / -7.90 eV.

```
114
Properties=species:S:1:pos:R:3:forces:R:3:mulliken_spin:R:1
Ru -0.532 -0.959 -0.571 -0.3 -0.3 -0.3 1.03
Se 5.233 -0.559 3.783 0.0 0.0 0.0 0.00
P 3.339 0.320 3.805 -0.2 0.0 -0.2 0.00
C 3.449 2.128 3.905 0.0 0.1 0.1 0.00
C 4.310 2.744 2.994 0.0 -0.1 0.0 0.00
C 4.551 4.101 3.074 -0.1 0.1 -0.1 0.00
C 3.926 4.866 4.053 0.0 0.0 0.0 0.00
C 3.070 4.263 4.958 0.0 0.0 0.0 0.00
C 2.839 2.893 4.890 0.0 0.0 0.0 0.00
C 2.353 -0.277 5.199 0.0 0.0 0.1 0.00
C 2.805 -0.004 6.492 0.0 0.0 -0.1 0.00
C 2.170 -0.570 7.584 0.0 0.0 0.0 0.00
C 1.109 -1.448 7.397 0.0 0.0 0.0 0.00
C 0.676 -1.746 6.116 0.0 0.1 0.0 0.00
C 1.288 -1.151 5.022 0.0 0.0 -0.1 0.00
C 2.332 -0.016 2.311 0.3 0.2 0.2 0.00
C 1.048 0.264 1.828 -0.2 0.0 0.3 0.01
N 0.962 -0.386 0.642 0.4 0.2 0.1 -0.09
N 2.119 -0.967 0.387 0.0 -0.2 -0.1 0.01
N 2.946 -0.760 1.372 0.0 -0.1 0.1 0.00
P -0.388 1.241 2.204 0.2 0.1 0.1 0.01
Se -1.893 0.646 0.755 -0.1 -0.2 -0.3 -0.02
C -0.037 2.992 2.000 0.0 0.0 0.0 0.00
C -1.006 3.918 2.394 0.0 0.0 0.0 0.00
C -0.830 5.259 2.118 0.0 0.0 0.0 0.00
C 0.307 5.683 1.437 0.0 0.0 0.0 0.00
C 1.267 4.767 1.047 0.1 -0.1 0.1 0.00
C 1.102 3.418 1.332 0.0 0.0 0.0 0.00
C -0.986 1.072 3.894 0.0 0.0 0.1 0.00
C -0.489 1.925 4.878 0.0 0.0 -0.1 0.00
C -0.950 1.827 6.179 0.0 -0.1 0.0 0.00
C -1.912 0.880 6.500 0.0 0.0 0.0 0.00
C -2.414 0.033 5.523 0.0 0.0 0.0 0.00
C -1.955 0.128 4.218 0.0 0.0 0.0 0.00
H 4.827 2.139 2.257 0.0 0.0 0.0 0.00
H 5.235 4.567 2.377 0.0 0.0 0.0 0.00
H 4.115 5.929 4.113 0.0 0.0 0.0 0.00
H 2.595 4.851 5.731 0.0 0.0 0.0 0.00
H 2.198 2.424 5.624 0.0 0.0 0.0 0.00
H 3.677 0.623 6.636 0.0 0.0 0.0 0.00
H 2.525 -0.353 8.582 0.0 0.0 0.0 0.00
H 0.632 -1.909 8.252 0.0 0.0 0.0 0.00
H -0.140 -2.440 5.963 0.0 0.0 0.0 0.00
H 0.952 -1.384 4.021 0.1 0.1 0.1 0.00
H -1.902 3.588 2.905 0.0 0.0 0.0 0.00
H -1.581 5.975 2.420 0.0 0.0 0.0 0.00
H 0.440 6.732 1.212 0.0 0.0 0.0 0.00
H 2.150 5.096 0.519 0.1 0.0 0.0 0.00
H 1.850 2.703 1.022 0.1 0.0 0.0 0.00
H 0.242 2.681 4.618 0.0 0.0 0.0 0.00
H -0.561 2.489 6.940 0.0 0.0 0.0 0.00
H -2.275 0.805 7.516 0.0 0.0 0.0 0.00
H -3.172 -0.696 5.774 0.0 0.0 0.0 0.00
H -2.366 -0.510 3.445 0.0 0.0 0.0 0.00
F 2.336 2.662 -2.951 0.0 0.0 0.0 0.00
C 2.074 1.627 -2.158 0.1 0.0 0.1 0.00
F 3.182 1.282 -1.513 -0.1 0.0 0.0 0.00
F 1.156 2.003 -1.264 0.0 -0.1 -0.1 0.00
S 1.482 0.208 -3.178 -0.1 -0.2 -0.1 0.00
O 1.027 -0.799 -2.221 0.1 0.3 0.0 0.01
O 2.605 -0.144 -3.976 -0.1 0.0 0.0 0.00
N 0.329 0.790 -4.069 0.0 0.0 0.1 0.00
S -1.160 1.000 -3.599 0.0 -0.1 0.2 0.01
O -2.095 0.398 -4.496 0.0 0.1 0.1 0.00
O -1.367 0.811 -2.174 0.1 0.4 -0.3 0.00
C -1.374 2.812 -3.847 -0.1 0.1 0.0 0.00
F -1.049 3.160 -5.089 0.0 -0.1 -0.1 0.00
F -0.623 3.509 -2.999 0.1 -0.1 0.0 0.00
F -2.653 3.123 -3.637 0.0 0.0 0.0 0.00
C -3.208 1.577 -7.952 0.0 0.0 0.0 0.00
C -2.954 0.114 -7.726 0.0 -0.1 0.0 0.00
C -3.930 -0.843 -7.978 0.0 0.1 0.0 0.00
C -3.700 -2.187 -7.727 0.0 0.0 0.1 0.00
C -2.472 -2.601 -7.230 0.0 0.1 0.0 0.00
N -2.271 -3.988 -7.012 -0.2 -0.2 -0.1 0.00
C -1.323 -4.593 -6.230 0.0 0.1 -0.1 0.00
O -0.808 -5.648 -6.531 0.0 -0.1 0.0 0.00
N -0.956 -3.938 -5.060 0.2 0.0 0.1 0.00
C -1.732 -3.186 -4.178 0.0 -0.1 0.0 0.00
C -3.112 -3.046 -4.262 -0.1 0.0 0.0 0.00
C -3.760 -2.314 -3.286 0.1 0.0 0.1 0.00
C -3.037 -1.764 -2.244 -0.1 0.1 0.0 0.00
N -1.712 -1.910 -2.147 -0.2 0.3 -0.1 -0.01
C -1.077 -2.581 -3.110 0.0 -0.1 0.0 0.00
C -1.477 -1.661 -6.992 0.0 0.0 -0.1 0.00
C -1.728 -0.324 -7.238 0.0 0.0 -0.1 0.00
H -4.148 1.739 -8.478 0.0 0.0 0.0 0.00
H -2.408 2.028 -8.540 0.0 0.0 0.0 0.00
H -3.256 2.113 -7.003 0.0 0.0 0.0 0.00
H -4.894 -0.536 -8.366 0.0 0.0 0.0 0.00
H -4.477 -2.918 -7.915 0.0 0.0 0.0 0.00
H -2.593 -4.607 -7.744 0.1 0.1 0.0 0.00
H -0.092 -4.313 -4.693 -0.1 0.0 0.0 0.00
H -3.666 -3.505 -5.066 0.0 0.0 0.0 0.00
H -4.828 -2.167 -3.332 0.0 0.0 0.0 0.00
H -3.511 -1.167 -1.477 0.0 0.0 0.0 0.00
H -0.001 -2.648 -3.030 0.0 0.0 0.0 0.00
H -0.508 -1.966 -6.625 0.0 0.0 0.0 0.00
H -0.946 0.396 -7.035 0.0 0.0 0.0 0.00
C -1.530 -2.350 0.602 0.5 0.3 -0.1 -0.17
C -0.305 -3.142 0.772 0.0 -0.3 0.2 0.06
C 0.425 -3.070 1.976 -0.2 0.1 -0.1 0.05
C 1.640 -3.688 2.118 0.0 0.0 -0.1 -0.01
C 2.170 -4.410 1.039 0.2 -0.1 0.1 0.02
C 1.456 -4.542 -0.140 -0.2 0.1 0.0 -0.03
C 0.215 -3.924 -0.266 0.1 0.0 0.1 0.05
C 3.452 -5.058 1.169 -0.2 0.1 -0.1 0.00
N 4.464 -5.594 1.257 0.1 0.0 0.0 0.01
H -1.925 -1.932 1.519 -0.1 -0.3 0.1 0.02
H -2.280 -2.765 -0.055 -0.2 -0.3 0.3 0.00
H -0.003 -2.511 2.801 0.0 0.0 -0.1 0.00
H 2.201 -3.608 3.039 0.0 0.0 0.0 0.00
H 1.859 -5.135 -0.949 0.0 0.0 0.0 0.00
H -0.379 -4.099 -1.150 0.0 0.1 -0.1 0.01
```
Forces are in eV/Å.